Entry 1:
C4H12N2O2 | ωB97M-V/def2-TZVPD

SMILES = CC(N)(O)O.[H]/N=C/C
Spin multiplicity = 1
LUMO = 0.9 eV
Orbital gap = 10.17 eV

```
20
Properties=species:S:1:pos:R:3:forces:R:3
C 1.10244 1.72453 1.02227 1.0 0.7 -0.1
C 0.17036 2.61576 0.28139 -0.4 -0.3 0.1
N 1.77127 0.83723 0.41536 0.0 -0.1 0.2
O -1.10456 -0.34091 0.59217 0.3 -0.6 -0.7
H -1.66285 0.35001 0.21122 0.1 -0.2 -0.1
H 1.31024 2.02403 2.05829 -0.1 -0.4 0.0
H 0.93652 0.09605 -0.78727 -1.2 -0.7 -0.8
H 2.45386 0.33827 0.98051 -0.1 0.2 0.2
H -0.02934 2.21606 -0.70881 0.0 0.0 -0.1
H 0.61066 3.60942 0.20003 0.1 0.0 0.0
H -0.76001 2.71241 0.84008 -0.1 0.1 0.0
C 0.23899 -2.26030 0.11122 -0.2 0.3 -0.1
C -0.56274 -1.14997 -0.56175 -0.4 0.3 1.2
N -1.61000 -1.70751 -1.35552 0.0 0.0 -0.2
O 0.18711 -0.33718 -1.36345 1.0 0.7 0.3
H -2.02831 -1.00761 -1.95510 0.0 0.0 0.0
H -2.31072 -2.15795 -0.78354 0.0 0.1 0.0
H 0.68736 -2.88039 -0.66079 0.0 0.0 0.0
H -0.41596 -2.86387 0.73512 0.0 -0.1 0.1
H 1.01567 -1.81809 0.72857 0.1 0.0 0.1
```
Positions in Å, forces in eV/Å.

Atomic partial charges in e from the Mulliken method, atoms 1 to 6: C 0.270; C -1.108; N -0.548; O -0.579; H 0.271; H 0.376

Entry 2:
C61H60N5O6S4SeTi | ωB97M-V/def2-TZVPD

Net charge = +2
Spin multiplicity = 2
⟨S²⟩ = 0.753
LUMO (spin up / spin down) = -5.1 / -5.1 eV
Orbital gap (spin up / spin down) = 7.09 / 7.09 eV

```
138
Properties=species:S:1:pos:R:3:forces:R:3
Ti 0.79821 0.48033 0.07738 2.4 1.5 1.2
C -7.34788 2.26288 4.48619 -0.1 0.0 0.0
C -6.01029 1.83847 3.97837 0.1 0.0 -0.1
C -5.43154 2.44807 2.86939 -0.1 -0.1 0.1
C -4.15715 2.09751 2.46342 0.2 0.0 0.0
C -3.46263 1.12055 3.15737 0.4 0.2 -0.4
C -4.03156 0.46948 4.23670 0.1 -0.1 0.1
C -5.30165 0.83530 4.63920 0.1 0.0 -0.1
S -1.78506 0.77192 2.59486 -1.4 -0.4 0.5
O -0.96853 0.50530 3.82305 -0.1 0.3 0.7
C -2.16351 -0.82089 1.82079 0.0 0.0 0.1
C -3.01660 -0.65293 0.71281 -0.2 -0.3 -0.3
C -3.42889 -1.72961 -0.01016 0.1 0.3 0.2
C -2.97171 -3.02258 0.32108 0.2 -0.1 0.2
C -3.35234 -4.13474 -0.45620 0.0 -0.2 0.0
C -2.85175 -5.37844 -0.19046 -0.1 0.2 -0.2
C -1.95374 -5.55437 0.87213 0.1 0.1 0.2
C -1.59369 -4.49880 1.66616 0.0 -0.2 0.0
C -2.09238 -3.19922 1.42275 -0.3 0.0 -0.3
C -1.71274 -2.06070 2.20983 -0.2 0.4 -0.1
C -0.83538 -2.33740 3.36894 0.4 0.1 0.2
C -1.30427 -3.16975 4.42349 0.3 0.1 0.2
C -2.66946 -3.50793 4.55863 -0.2 -0.1 0.1
C -3.10232 -4.24727 5.62439 -0.1 0.2 -0.3
C -2.19475 -4.68818 6.59933 0.3 0.0 0.1
C -0.86465 -4.38705 6.49343 -0.2 -0.1 0.1
C -0.38394 -3.62422 5.40906 -0.2 0.1 -0.3
C 0.98443 -3.29535 5.28167 0.1 0.2 -0.2
C 1.40607 -2.42199 4.31972 0.3 -0.1 0.2
C 0.48123 -1.91349 3.39485 -0.6 0.2 -0.3
S 0.80756 -0.42906 2.45143 1.2 -1.3 1.1
O 1.60996 -0.74112 1.13523 1.4 -1.7 1.5
C 2.13576 0.29117 3.42013 -0.2 0.3 0.1
C 3.37494 0.49932 2.82919 0.0 -0.4 -0.3
C 4.38512 1.08731 3.56946 -0.1 0.1 0.2
C 4.16173 1.52578 4.87370 -0.2 0.0 -0.1
C 5.24413 2.16706 5.67752 0.1 0.0 0.0
C 2.89726 1.33978 5.42621 0.0 0.0 -0.1
C 1.88422 0.72665 4.71185 -0.2 -0.1 0.0
H -7.73855 3.10141 3.91799 -0.1 0.1 0.0
H -7.26661 2.55300 5.53215 -0.1 0.1 0.1
H -8.06329 1.44460 4.43339 -0.1 -0.1 0.0
H -5.96586 3.20972 2.32274 -0.1 0.1 0.0
H -3.69342 2.58960 1.62103 0.0 0.1 -0.1
H -3.47432 -0.28917 4.76480 0.1 -0.1 0.1
H -5.75207 0.34351 5.48770 0.0 -0.1 0.1
H -3.35879 0.34337 0.47346 -0.1 0.0 -0.1
H -4.10456 -1.61468 -0.84458 -0.1 0.1 -0.1
H -4.04662 -3.97843 -1.26944 0.0 0.0 -0.1
H -3.13253 -6.22421 -0.80006 -0.1 0.0 0.0
H -1.54034 -6.53520 1.06088 0.0 0.0 0.1
H -0.89699 -4.66382 2.47279 0.0 0.0 0.0
H -3.37288 -3.16121 3.81719 -0.1 0.0 -0.1
H -4.14840 -4.49399 5.72146 -0.1 0.0 0.0
H -2.55660 -5.26601 7.43495 0.0 -0.1 0.1
H -0.16582 -4.71490 7.24853 0.1 -0.1 0.1
H 1.68921 -3.71490 5.98381 0.1 0.0 0.1
H 2.44228 -2.12587 4.25018 0.1 0.0 0.1
H 3.56541 0.18264 1.80679 0.0 0.0 0.2
H 5.36249 1.20782 3.12825 0.1 0.1 -0.1
H 5.84828 2.83063 5.06376 0.1 0.1 0.0
H 5.90350 1.39741 6.07588 0.1 0.0 0.1
H 4.82640 2.72951 6.51019 0.1 0.0 0.0
H 2.70654 1.67812 6.43292 0.0 0.0 0.1
H 0.90642 0.57971 5.14385 -0.1 0.0 0.1
C 5.00348 1.67638 -4.50081 0.1 -0.1 0.0
C 5.59334 0.41995 -3.86913 -0.1 0.1 0.2
C 4.85211 -0.04884 -2.61966 -0.1 0.0 -0.3
C 3.46352 -0.64283 -2.87642 0.6 -0.3 0.7
N 2.49702 0.28977 -3.40691 -0.5 0.7 0.1
C 2.01806 1.36159 -2.75626 0.3 0.1 0.1
Se 2.49166 1.86927 -1.01017 0.6 0.6 -0.5
N 1.07083 1.96451 -3.49546 0.5 -0.5 0.3
C 0.37524 3.19256 -3.18913 -0.3 0.8 0.0
C 0.84592 4.34203 -4.08477 0.2 -0.2 0.3
C 2.30861 4.71947 -3.86739 -0.2 0.1 -0.1
C 2.65091 5.97543 -4.65796 0.1 -0.2 0.1
C 0.90301 1.23724 -4.65442 0.3 -0.7 -0.4
C 0.03346 1.39767 -5.72544 0.1 0.0 0.1
C 0.12995 0.48225 -6.75344 -0.1 0.1 0.0
C 1.05821 -0.55898 -6.71980 0.1 -0.1 0.1
C 1.90991 -0.73727 -5.64840 0.0 0.0 0.0
C 1.81588 0.16911 -4.60089 -0.6 0.4 -0.5
H 5.73022 2.12632 -5.17153 0.0 0.1 -0.1
H 4.75303 2.40387 -3.72880 0.0 0.1 0.0
H 4.11130 1.45847 -5.08271 -0.1 0.1 -0.1
H 6.61870 0.64022 -3.57206 0.1 -0.1 0.0
H 5.62764 -0.38603 -4.60326 0.1 -0.1 -0.1
H 4.77552 0.78865 -1.92205 0.1 -0.2 0.0
H 5.43977 -0.83193 -2.13788 0.0 0.0 0.1
H 3.05152 -1.03382 -1.92931 0.1 -0.1 -0.4
H 3.54849 -1.45547 -3.59947 -0.1 0.0 0.1
H 0.56231 3.43847 -2.13521 -0.1 -0.2 -0.3
H -0.69742 3.02208 -3.32967 0.1 0.0 0.1
H 0.21628 5.20590 -3.86904 -0.1 0.0 0.0
H 0.69888 4.07626 -5.13321 -0.1 0.1 0.0
H 2.95474 3.90030 -4.18833 0.1 -0.1 0.1
H 2.49197 4.88764 -2.80351 0.0 0.0 0.1
H 2.49696 5.81172 -5.72088 0.0 0.0 -0.2
H 3.68613 6.25946 -4.50340 0.1 0.1 0.0
H 2.01931 6.80272 -4.34725 -0.1 0.2 0.0
H -0.68005 2.20475 -5.75692 -0.1 0.1 0.0
H -0.52202 0.57760 -7.60580 -0.1 0.0 -0.1
H 1.10601 -1.24229 -7.55152 0.0 -0.1 -0.1
H 2.61563 -1.54955 -5.63781 0.1 -0.1 0.0
C 0.69782 3.90181 3.33079 -0.1 0.8 0.9
C 0.78609 2.92631 2.30860 0.3 -1.4 -1.6
N 0.86421 2.12060 1.48781 0.0 1.3 1.0
H 0.01445 4.69766 3.02746 0.0 0.0 0.0
H 1.68144 4.33028 3.52818 0.0 0.0 0.0
H 0.31721 3.42663 4.23762 0.0 0.0 0.0
O 0.16884 -0.10360 -1.58218 -2.3 -0.1 -3.0
C -0.87839 0.62593 -1.41358 1.1 -0.5 0.7
O -0.89059 1.21053 -0.25448 -2.6 0.7 -1.3
C -1.94155 0.81120 -2.36076 -1.2 0.2 -0.9
C -2.07299 0.05157 -3.53701 0.3 0.2 0.7
C -3.16940 0.23419 -4.35787 -0.2 0.1 -0.1
C -4.15510 1.16098 -4.03829 0.1 0.2 0.4
C -4.01851 1.90174 -2.86620 0.7 -0.7 -0.4
C -2.92853 1.75053 -2.03796 0.3 -0.2 0.1
N -5.04632 2.84690 -2.46313 -0.2 0.2 0.1
O -4.93679 3.31977 -1.35220 -0.1 0.2 0.3
O -5.92842 3.08233 -3.24842 -0.3 0.1 -0.2
H -1.31506 -0.68113 -3.77050 0.1 -0.1 -0.1
H -3.26467 -0.36026 -5.25219 0.0 0.0 -0.1
H -5.02399 1.32157 -4.65934 0.0 -0.1 -0.1
H -2.83359 2.35512 -1.14726 -0.1 -0.1 0.0
S 0.32863 -2.75101 -0.52189 -0.1 -0.6 -0.1
C 1.30736 -3.41476 -1.66425 -0.1 -0.1 0.1
N 2.40447 -4.12959 -1.39590 0.1 -0.1 0.1
C 3.17749 -4.66119 -2.49734 0.3 0.0 -0.2
C 2.21713 -4.72773 -3.67572 -0.4 0.2 0.0
S 1.02997 -3.35244 -3.40147 0.2 -0.2 0.2
H 2.69909 -4.25749 -0.43956 -0.1 0.1 0.0
H 3.55761 -5.65278 -2.24564 0.0 0.1 0.0
H 4.03232 -4.00391 -2.71123 -0.1 -0.1 0.0
H 1.63870 -5.65031 -3.67368 0.1 0.0 0.0
H 2.69994 -4.60460 -4.63980 0.1 0.0 0.0
```
Positions in Å, forces in eV/Å.

Atomic partial charges in e from the Mulliken method, atoms 1 to 6: Ti 0.718; C -1.490; C 1.088; C -1.092; C -0.212; C 0.170

Entry 3:
C18H60N8O12 | ωB97M-V/def2-TZVPD

SMILES = NC(N)=O.NC(N)=O.NC(N)=O.NC(N)=O.CC(C)O.CC(C)O.CC(C)O.CO.CO.CO.CO.CO
Spin multiplicity = 1
LUMO = -0.4 eV
Orbital gap = 8.29 eV

```
98
Properties=species:S:1:pos:R:3:forces:R:3
C -21.30714 6.46965 -25.28234 -3.0 1.0 0.1
O -21.23968 7.84227 -24.81784 0.6 -0.3 -0.7
H -22.03641 6.05567 -24.59181 0.2 -1.0 0.1
H -20.37864 5.95569 -25.22215 0.7 -0.1 -0.2
H -21.83802 6.42325 -26.26831 1.1 -0.1 0.4
H -22.14820 8.10839 -24.67261 0.0 0.2 0.1
C -20.84280 9.50959 -28.87311 1.3 1.8 -1.2
O -19.93485 9.42656 -27.81384 0.8 0.5 2.0
H -20.96749 8.56535 -29.32851 -0.3 -1.1 -0.3
H -20.57022 10.26101 -29.68327 0.2 -0.8 0.9
H -21.68765 9.88933 -28.43269 -2.8 0.5 0.4
H -20.23982 9.94985 -27.01357 0.7 -1.0 -1.6
C -18.63017 3.92036 -25.48093 -1.3 3.1 0.4
O -19.24239 4.13987 -26.71879 -0.6 -1.1 -1.0
H -18.22480 4.93938 -25.21212 0.1 -1.3 0.6
H -17.89245 3.19794 -25.49562 1.7 -1.4 -0.1
H -19.44191 3.65261 -24.82809 0.0 -0.2 0.9
H -18.90460 4.96772 -27.02461 0.1 0.8 -0.6
C -13.78125 5.93939 -28.95138 0.6 -0.3 0.0
O -14.66824 4.92063 -28.55062 0.7 -0.6 -0.9
H -14.26875 6.91001 -28.93775 0.3 0.1 0.1
H -13.29123 5.78532 -29.91602 -0.5 -0.2 -0.2
H -12.97167 5.85287 -28.26027 0.6 0.7 0.7
H -15.10214 4.57178 -29.34065 -0.7 -0.2 0.0
C -22.46722 5.13097 -28.83375 1.9 -0.7 0.7
O -21.08561 4.66022 -28.81425 -2.6 -0.3 -2.0
H -23.17492 4.47515 -28.35747 0.1 -0.1 1.5
H -22.84424 4.98482 -29.78222 -0.1 0.3 -2.7
H -22.52482 6.17600 -28.57276 -0.2 0.2 0.3
H -20.69293 4.88736 -28.00549 0.8 0.5 1.9
C -15.29948 4.14897 -25.23439 -1.4 3.5 6.8
O -15.71652 4.17452 -23.91537 1.8 -0.2 -6.0
N -15.03758 5.28879 -25.90664 -0.7 1.6 0.2
N -14.96755 3.10470 -25.92937 -0.6 -5.1 -2.9
H -15.44481 6.16023 -25.50430 0.5 -1.9 -0.9
H -14.84502 5.24738 -26.93825 -0.4 -0.2 1.4
H -14.98983 2.18792 -25.45541 -0.2 1.1 -0.1
H -15.43185 3.01272 -26.91142 1.1 0.5 1.9
C -17.46614 8.14265 -25.01769 -0.7 4.4 -3.1
O -17.57365 9.09030 -25.96232 0.8 -4.5 3.5
N -18.48604 7.81934 -24.25104 -1.6 -1.4 1.2
N -16.34475 7.53096 -24.65450 2.6 1.6 -2.5
H -19.39512 7.91693 -24.69879 0.1 0.2 0.8
H -18.31400 7.05222 -23.56450 -0.7 1.0 -1.0
H -15.57540 7.82386 -25.28080 -0.3 -0.1 1.3
H -16.18689 6.95216 -23.86266 0.0 -0.5 0.5
C -16.15061 1.48734 -28.89678 0.2 5.7 2.8
O -16.51330 2.64750 -28.29603 0.6 -5.6 -2.5
N -14.93083 1.33056 -29.31206 4.3 -1.0 -2.1
N -16.93533 0.47420 -29.19586 -4.2 -3.0 1.8
H -14.23657 2.02697 -29.02379 -0.5 -0.3 -0.4
H -14.61321 0.60835 -30.06133 -1.0 1.8 2.2
H -17.84462 0.56758 -28.66830 1.2 -0.4 -0.9
H -16.65738 -0.53184 -29.33569 0.1 1.9 0.4
C -18.96283 2.52753 -31.28904 -5.8 0.9 -2.6
O -19.91248 2.86167 -32.20031 5.1 -1.5 3.6
N -18.00670 1.61638 -31.36422 2.8 -3.6 -3.6
N -19.02294 2.94718 -30.04137 -1.3 1.8 0.7
H -17.96702 1.10055 -32.27348 -0.1 0.9 1.1
H -17.52977 1.06080 -30.57644 -1.6 1.6 -1.6
H -19.81227 3.54911 -29.83390 0.1 0.1 0.7
H -18.34611 2.64809 -29.36799 0.0 0.5 0.6
C -16.52035 10.96921 -30.62390 0.0 -2.1 0.7
C -16.75557 9.98278 -29.44227 3.2 -4.1 -7.8
C -15.51368 9.20009 -28.98223 -1.5 -2.8 -1.7
O -17.29598 10.44166 -28.44583 -3.9 6.8 7.7
H -16.20944 10.32707 -31.48650 -0.1 1.0 0.5
H -15.79494 11.64759 -30.28891 1.4 1.1 -0.1
H -17.42672 11.51973 -30.78700 -0.5 0.1 -0.4
H -17.51718 9.32905 -29.88957 0.5 -1.1 -0.7
H -15.40303 8.29806 -29.64302 0.5 1.1 0.2
H -15.73128 8.74562 -28.02304 -0.3 0.2 0.4
H -14.64059 9.75016 -28.86702 1.7 1.2 -0.2
H -17.84924 9.82342 -28.01007 -0.8 -0.7 1.2
C -17.16003 6.11981 -28.19008 -2.3 -2.1 1.1
C -18.39699 6.91145 -28.49486 7.2 3.0 -6.9
C -18.78392 6.75564 -29.94496 -1.8 -0.9 1.1
O -19.35112 6.73935 -27.74636 -8.0 -4.1 6.8
H -17.21943 5.13444 -28.65225 0.2 0.0 -0.3
H -17.25538 5.85699 -27.12402 0.9 0.6 -0.1
H -16.28059 6.60005 -28.45772 1.4 0.8 -0.2
H -18.10972 7.93663 -28.38696 0.8 1.0 -0.2
H -19.60790 7.36710 -30.31080 0.0 0.1 0.3
H -19.08133 5.71696 -30.03317 0.2 -0.2 -0.7
H -17.93220 7.05386 -30.41179 2.4 0.3 -2.3
H -19.57780 7.56049 -27.38892 -1.2 2.1 1.3
C -15.43881 6.16309 -31.71312 -0.8 -1.9 -2.8
C -16.25490 4.84090 -31.77137 -1.2 4.8 -7.1
C -15.87479 3.99647 -33.00096 0.5 -0.3 1.2
O -16.12208 4.17329 -30.72327 2.0 -4.8 7.7
H -15.93954 6.81022 -32.42799 0.2 0.5 0.1
H -14.40544 6.02475 -32.03627 0.0 -0.1 0.2
H -15.50396 6.51619 -30.75662 -0.1 1.3 2.3
H -17.33357 5.08645 -31.78112 0.1 0.7 -1.1
H -14.88997 3.49568 -32.71886 -1.3 0.3 -0.7
H -15.78263 4.59235 -33.86054 0.6 1.0 -1.2
H -16.68871 3.33344 -33.27061 0.1 -0.7 0.3
H -16.76915 3.47268 -30.74961 -0.2 -0.6 0.6
```
Positions in Å, forces in eV/Å.

Atomic partial charges in e from the Mulliken method, atoms 1 to 6: C -0.246; O -0.671; H 0.387; H -0.023; H 0.145; H 0.349

Entry 4:
C4H10N2 | ωB97M-V/def2-TZVPD

SMILES = C=NC.C=NC
Spin multiplicity = 1
LUMO = 1.0 eV
Orbital gap = 9.86 eV

```
16
Properties=species:S:1:pos:R:3:forces:R:3
C 1.67637 -0.98089 -0.80089 -2.0 -2.8 2.2
C 0.52650 -2.60551 -2.15651 -2.4 0.6 0.0
N 0.88947 -1.42561 -1.90716 1.3 -0.1 -2.6
H 0.99203 -0.43321 -0.10856 0.8 0.0 -0.4
H 1.94478 -2.00205 -0.24733 0.4 2.5 -0.6
H 2.46094 -0.34943 -1.19919 0.3 -0.2 0.5
H 0.17119 -2.88439 -3.17959 0.3 0.5 0.7
H 0.08993 -3.26821 -1.38927 1.3 -0.6 0.3
C -1.02865 2.72945 1.36766 -4.6 1.4 -1.3
C -1.18990 0.38602 1.29736 0.8 1.5 -0.1
N -1.66255 1.46344 0.80630 2.0 0.1 0.1
H -1.39566 3.61944 0.73771 0.8 -1.5 0.2
H -1.67833 2.94026 2.20375 0.2 0.0 1.0
H -0.02393 2.93649 1.61361 1.4 -1.0 0.1
H -1.30722 -0.58840 0.84967 -0.9 -0.2 0.0
H -0.46498 0.46260 2.11245 0.2 -0.3 0.1
```
Positions in Å, forces in eV/Å.

Atomic partial charges in e from the Mulliken method, atoms 1 to 6: C -0.259; C -0.301; N -0.362; H -0.072; H 0.259; H 0.249

Number 3 is which compound?
C18H60N8O12